The following is a DFT calculation (the ωB97M-V functional and the def2-TZVPD basis) of a 3-piece molecular cluster, C39H42F2N5O2S4 overall at a distorted geometry.

Computed properties:
charge = -1
HOMO-LUMO gap = 0.2435 Eh
HOMO = -0.19582 hartree

Each line ends with the Löwdin charge.
Geometry (Å):
1 C 0.46 -1.62 5.64  -0.10
2 C 0.03 -2.04 4.21  -0.28
3 N -1.24 -1.42 3.85  0.00
4 C -1.20 -0.55 2.65  -0.43
5 C -0.32 0.68 2.95  -0.12
6 C -0.47 1.85 1.97  -0.25
7 C 0.86 2.31 1.33  -0.46
8 S 1.28 4.03 1.75  0.91
9 C 2.89 3.91 2.51  -1.05
10 S 3.17 2.79 3.64  0.76
11 N 3.81 4.89 2.00  -0.10
12 C 4.92 4.26 1.29  -0.27
13 C 5.96 3.64 1.97  -0.04
14 C 7.02 3.06 1.31  -0.07
15 C 7.06 3.14 -0.09  -0.09
16 C 6.03 3.76 -0.77  -0.08
17 C 4.96 4.33 -0.10  -0.01
18 C 4.29 5.84 2.96  -0.23
19 C 3.87 5.94 4.28  -0.05
20 C 4.41 6.89 5.14  -0.09
21 C 5.39 7.77 4.71  -0.11
22 C 5.79 7.70 3.38  -0.09
23 C 5.25 6.76 2.52  -0.02
24 N -2.55 -0.06 2.39  0.02
25 C -3.49 -1.12 2.09  -0.24
26 C -3.87 -1.17 0.61  -0.23
27 C -4.80 -2.37 0.37  -0.49
28 S -3.94 -3.82 -0.25  0.98
29 C -4.34 -3.86 -1.93  -1.04
30 S -4.92 -2.58 -2.77  0.75
31 N -4.12 -5.10 -2.54  -0.16
32 C -3.13 -6.04 -2.31  -0.08
33 C -3.41 -7.06 -3.15  -0.15
34 N -4.53 -6.79 -3.90  0.06
35 C -4.93 -5.61 -3.52  -0.19
36 C -0.75 -1.34 1.39  -0.67
37 O -0.63 -2.58 1.45  -0.02
38 O -0.59 -0.64 0.37  -0.04
39 H 1.11 -2.39 6.06  0.06
40 H -0.41 -1.54 6.29  0.06
41 H 0.95 -0.66 5.59  0.06
42 H 0.83 -1.78 3.52  0.10
43 H -0.04 -3.12 4.19  0.10
44 H -1.55 -0.83 4.62  0.09
45 H 0.72 0.40 3.07  0.10
46 H -0.64 1.03 3.94  0.11
47 H -1.16 1.60 1.17  0.09
48 H -0.93 2.68 2.50  0.08
49 H 1.64 1.65 1.68  0.03
50 H 0.81 2.20 0.25  0.08
51 H 5.89 3.62 3.05  0.10
52 H 7.78 2.57 1.89  0.10
53 H 7.90 2.71 -0.62  0.10
54 H 6.06 3.83 -1.84  0.10
55 H 4.16 4.82 -0.63  0.12
56 H 3.12 5.27 4.67  0.07
57 H 4.07 6.91 6.16  0.10
58 H 5.85 8.49 5.37  0.09
59 H 6.53 8.40 3.02  0.10
60 H 5.60 6.76 1.50  0.12
61 H -2.87 0.51 3.16  0.11
62 H -3.11 -2.11 2.36  0.11
63 H -4.41 -0.96 2.64  0.12
64 H -4.37 -0.25 0.31  0.11
65 H -2.98 -1.26 -0.02  0.09
66 H -5.63 -2.09 -0.26  0.04
67 H -5.22 -2.67 1.33  0.07
68 H -2.34 -5.89 -1.60  0.11
69 H -2.84 -7.97 -3.23  0.09
70 H -5.79 -5.13 -3.94  0.11
71 F 4.94 0.36 -1.98  0.03
72 C 3.97 -0.59 -1.95  -0.29
73 C 3.08 -0.62 -0.89  -0.01
74 C 2.09 -1.59 -0.86  -0.05
75 C 2.02 -2.52 -1.89  -0.08
76 C 2.92 -2.49 -2.94  -0.10
77 C 3.91 -1.51 -2.98  -0.04
78 H 3.17 0.12 -0.10  0.11
79 H 1.38 -1.62 -0.05  0.08
80 H 1.24 -3.28 -1.86  0.10
81 H 2.86 -3.22 -3.74  0.10
82 H 4.62 -1.46 -3.79  0.11
83 F -8.51 -1.27 -8.59  0.04
84 C -7.55 -2.06 -8.06  -0.29
85 C -6.96 -3.01 -8.87  -0.03
86 C -5.97 -3.82 -8.33  -0.09
87 C -5.59 -3.67 -7.01  -0.09
88 C -6.20 -2.71 -6.21  -0.09
89 C -7.18 -1.89 -6.74  -0.01
90 H -7.27 -3.11 -9.90  0.11
91 H -5.49 -4.57 -8.95  0.10
92 H -4.82 -4.31 -6.59  0.10
93 H -5.90 -2.60 -5.17  0.01
94 H -7.67 -1.13 -6.14  0.12

***

The following is a DFT calculation (the ωB97M-V functional and the def2-TZVPD basis) of a 2-piece molecular cluster, C3H4NO3S overall at a distorted geometry.

Computed properties:
relative energy (zero: lowest compared OMol25 entry of this formula, charge and spin) = 0.593 eV
charge = -1
HOMO-LUMO gap = 0.3178 Eh
HOMO = -0.19233 hartree

Each line ends with the natural charge from an NBO analysis.
Geometry (Å):
1 C -0.45 -0.87 -1.00  0.99
2 C 0.19 -0.22 1.35  -0.12
3 C 0.44 2.38 -1.54  0.13
4 N 0.31 3.50 -1.21  -0.42
5 O -0.32 -0.38 -2.10  -0.74
6 O -1.06 -1.75 -0.48  -0.73
7 O 0.38 -0.04 0.07  -0.67
8 S 0.55 -1.95 1.89  -0.20
9 H -0.80 0.09 1.57  0.16
10 H 0.85 0.42 1.85  0.18
11 H 0.50 1.40 -1.82  0.26
12 H -0.58 -2.59 1.42  0.17